No. 1
ORCA calculation (ωB97M-V with the def2-TZVPD basis set) on a cluster of 13 separate species, C52H74N4O27 in total at a distorted geometry.

Results
**Orbital gap**: 8.4 eV
**E_HOMO**: -8.11 eV
**LUMO level**: 0.29 eV
**Net charge**: 0

Each line ends with the Mulliken charge.
Element x y z (Å)
1 C 1.028 -0.548 -5.089  -0.66
2 C 0.613 -1.986 -5.224  1.26
3 C -0.912 -2.243 -5.213  0.75
4 O -1.178 -2.893 -6.480  -0.48
5 C -0.067 -2.915 -7.236  0.49
6 O -0.028 -3.226 -8.342  -0.50
7 O 0.982 -2.409 -6.562  -0.47
8 H 2.098 -0.392 -5.194  0.44
9 H 0.690 -0.123 -4.137  -0.13
10 H 0.581 0.100 -5.853  0.02
11 H 1.064 -2.626 -4.469  -0.23
12 H -1.528 -1.343 -5.190  -0.52
13 H -1.208 -2.909 -4.405  0.14
14 C -0.786 3.496 1.847  -0.26
15 C -1.909 3.947 0.956  0.68
16 C -2.210 2.923 -0.163  0.38
17 O -3.657 2.973 -0.273  -0.38
18 C -4.184 3.525 0.840  0.45
19 O -5.350 3.665 1.074  -0.60
20 O -3.197 4.047 1.634  -0.46
21 H -0.763 3.998 2.808  0.59
22 H 0.138 3.554 1.278  -0.37
23 H -0.944 2.424 2.011  -0.29
24 H -1.754 4.965 0.582  0.09
25 H -1.893 1.910 0.075  -0.42
26 H -1.814 3.293 -1.111  0.64
27 C -0.127 8.170 -0.767  -1.39
28 C 0.969 7.250 -1.257  0.39
29 C 2.405 7.754 -0.986  -0.60
30 O 3.102 6.579 -0.470  -0.41
31 C 2.207 5.591 -0.228  0.45
32 O 2.488 4.484 0.081  -0.43
33 O 0.949 6.052 -0.381  -0.16
34 H -0.224 9.082 -1.356  0.40
35 H 0.099 8.496 0.250  0.34
36 H -1.071 7.631 -0.738  0.31
37 H 0.875 6.876 -2.284  0.33
38 H 2.395 8.464 -0.152  0.33
39 H 2.889 8.196 -1.849  0.32
40 C 4.012 -3.551 0.349  -1.20
41 C 2.661 -2.918 0.085  2.00
42 C 2.670 -2.010 -1.201  0.05
43 O 1.536 -2.465 -1.945  -0.28
44 C 0.970 -3.551 -1.355  0.48
45 O -0.033 -4.076 -1.697  -0.46
46 O 1.680 -3.939 -0.259  -0.56
47 H 4.092 -3.964 1.350  0.32
48 H 4.808 -2.800 0.266  0.07
49 H 4.193 -4.249 -0.471  0.47
50 H 2.256 -2.356 0.931  -0.94
51 H 3.606 -2.179 -1.735  0.37
52 H 2.569 -0.987 -0.840  -0.34
53 C -1.831 -5.990 0.425  -1.46
54 C -1.775 -4.944 1.495  0.92
55 C -2.053 -3.500 1.028  1.81
56 O -3.314 -3.174 1.663  -0.07
57 C -3.703 -4.162 2.478  0.21
58 O -4.678 -4.170 3.135  -0.60
59 O -2.863 -5.212 2.414  -0.40
60 H -2.694 -5.818 -0.224  0.36
61 H -1.867 -7.010 0.794  0.39
62 H -0.943 -5.890 -0.207  0.26
63 H -0.795 -4.980 1.963  0.21
64 H -2.110 -3.294 -0.037  -1.38
65 H -1.272 -2.870 1.466  -0.65
66 C -3.112 0.420 2.482  -0.42
67 C -4.479 -0.236 2.441  1.08
68 C -5.279 -0.088 3.750  -0.05
69 O -6.576 0.311 3.301  -0.44
70 C -6.542 0.646 1.998  0.41
71 O -7.445 0.988 1.414  -0.47
72 O -5.304 0.453 1.508  -0.22
73 H -2.667 0.302 1.487  -0.69
74 H -2.460 -0.061 3.215  0.03
75 H -3.145 1.488 2.706  0.63
76 H -4.308 -1.255 2.095  -0.30
77 H -4.884 0.666 4.433  0.23
78 H -5.348 -1.059 4.244  0.17
79 C 3.380 -2.012 3.623  -0.78
80 C 2.720 -1.234 4.745  1.00
81 C 2.489 -2.024 6.057  -0.15
82 O 3.272 -1.323 7.047  -0.38
83 C 3.949 -0.283 6.486  0.55
84 O 4.579 0.469 7.099  -0.51
85 O 3.761 -0.249 5.153  -0.51
86 H 2.693 -2.803 3.289  0.44
87 H 4.308 -2.481 3.937  0.50
88 H 3.550 -1.320 2.805  -0.39
89 H 1.825 -0.662 4.498  -0.12
90 H 2.888 -3.041 5.931  0.25
91 H 1.456 -2.156 6.359  0.13
92 C -1.341 1.965 -8.355  -1.37
93 C -2.207 2.030 -7.119  0.39
94 C -2.749 0.707 -6.594  -0.37
95 O -2.536 0.765 -5.156  -0.25
96 C -1.633 1.732 -4.870  0.58
97 O -1.192 1.984 -3.799  -0.35
98 O -1.379 2.483 -5.961  -0.46
99 H -1.935 1.887 -9.259  0.40
100 H -0.619 1.150 -8.252  0.30
101 H -0.705 2.851 -8.367  0.34
102 H -2.976 2.815 -7.167  0.40
103 H -2.199 -0.149 -7.025  0.09
104 H -3.794 0.492 -6.822  0.35
105 C -3.197 -3.920 6.912  -1.83
106 C -3.074 -2.954 5.774  1.02
107 C -2.789 -1.509 6.258  -0.36
108 O -1.703 -1.087 5.404  -0.34
109 C -1.162 -2.182 4.798  0.47
110 O -0.186 -2.179 4.192  -0.42
111 O -1.892 -3.269 5.043  -0.30
112 H -2.318 -4.028 7.542  0.39
113 H -3.443 -4.902 6.488  0.40
114 H -4.082 -3.732 7.527  0.41
115 H -3.953 -3.003 5.133  -0.04
116 H -2.559 -1.512 7.330  0.33
117 H -3.685 -0.891 6.160  0.25
118 N -4.265 -1.572 -1.418  0.11
119 C -4.183 -0.206 -1.395  -1.99
120 C -2.990 0.133 -1.972  -0.74
121 C -2.263 -1.064 -2.212  0.80
122 C -3.080 -2.104 -1.870  -1.82
123 H -5.033 -2.132 -1.116  0.30
124 H -5.034 0.382 -1.100  0.62
125 H -2.708 1.152 -2.145  0.83
126 H -1.271 -1.240 -2.599  0.89
127 H -2.880 -3.162 -1.809  0.99
128 N 6.881 -1.519 1.229  0.09
129 C 5.963 -0.703 1.850  -1.56
130 C 5.405 0.066 0.860  0.30
131 C 5.966 -0.308 -0.377  0.05
132 C 6.940 -1.242 -0.114  -1.21
133 H 7.531 -2.111 1.705  0.19
134 H 5.775 -0.777 2.901  0.79
135 H 4.605 0.753 1.094  0.42
136 H 5.717 0.112 -1.339  0.51
137 H 7.631 -1.675 -0.816  0.37
138 N 5.233 3.402 -1.973  -0.02
139 C 4.302 2.533 -1.508  -1.02
140 C 3.868 1.789 -2.565  0.35
141 C 4.670 2.144 -3.687  -0.78
142 C 5.497 3.162 -3.304  -0.70
143 H 5.783 3.981 -1.371  0.24
144 H 4.017 2.398 -0.483  0.69
145 H 3.294 0.879 -2.559  0.48
146 H 4.605 1.810 -4.712  0.41
147 H 6.185 3.837 -3.784  0.44
148 N 1.392 1.539 0.260  1.85
149 C 0.481 0.805 -0.430  -1.83
150 C -0.024 -0.174 0.387  1.27
151 C 0.640 -0.013 1.649  0.86
152 C 1.496 1.061 1.551  -1.30
153 H 1.892 2.339 -0.090  -0.34
154 H 0.181 1.043 -1.442  0.74
155 H -0.821 -0.865 0.166  -0.97
156 H 0.466 -0.667 2.487  -0.58
157 H 2.236 1.435 2.238  0.66

Forces on atoms 1 to 3 (eV/Å):
C -0.327 0.846 0.297
C -0.630 0.034 -0.706
C -0.076 -0.124 -0.397

No. 2
ORCA calculation (ωB97M-V with the def2-TZVPD basis set) on a cluster of 13 separate species, C52H78O39 in total at a distorted geometry.

Results
**Orbital gap (spin up / spin down)**: 1.3 / 10.0 eV
**E_HOMO (spin up / spin down)**: -0.01 / -8.68 eV
**LUMO level (spin up / spin down)**: 1.34 / 1.30 eV
**Net charge**: -1
**2S+1**: 2

Each line ends with the Löwdin spin population.
Element x y z (Å)
1 C 4.618 -3.647 -1.289  0.00
2 C 4.043 -3.436 -2.604  0.00
3 C 4.955 -2.698 -3.598  0.00
4 O 5.236 -3.580 -4.691  0.00
5 C 4.586 -4.734 -4.453  0.00
6 O 4.582 -5.659 -5.266  0.00
7 O 3.972 -4.702 -3.201  0.00
8 H 4.074 -4.359 -0.669  0.00
9 H 4.837 -2.758 -0.698  0.00
10 H 5.573 -4.156 -1.421  0.00
11 H 3.021 -3.065 -2.524  0.00
12 H 5.901 -2.434 -3.127  0.00
13 H 4.355 -1.813 -3.810  0.00
14 C 2.654 -3.814 5.636  0.00
15 C 1.126 -3.601 5.574  0.00
16 C 0.574 -4.004 4.243  0.00
17 O -0.069 -5.230 4.567  0.00
18 C -0.369 -5.298 5.904  0.00
19 O -0.991 -6.202 6.488  0.00
20 O 0.359 -4.329 6.511  0.00
21 H 3.175 -3.168 4.930  0.00
22 H 2.879 -4.875 5.527  0.00
23 H 3.088 -3.619 6.616  0.00
24 H 1.059 -2.515 5.626  0.00
25 H 1.343 -4.063 3.473  0.00
26 H -0.163 -3.270 3.917  0.00
27 C 5.027 0.950 -6.014  0.01
28 C 5.443 1.298 -4.614  0.00
29 C 4.821 2.635 -4.205  0.01
30 O 3.754 2.225 -3.310  0.01
31 C 3.820 0.993 -3.033  0.00
32 O 2.996 0.437 -2.288  0.00
33 O 4.876 0.481 -3.627  0.00
34 H 5.128 -0.098 -6.294  0.00
35 H 5.651 1.511 -6.710  0.00
36 H 3.949 1.042 -6.146  0.00
37 H 6.506 1.096 -4.486  0.00
38 H 4.330 3.171 -5.018  0.01
39 H 5.514 3.202 -3.583  0.00
40 C 2.708 3.148 -0.108  0.00
41 C 3.580 2.979 1.141  0.00
42 C 4.129 1.589 1.317  0.00
43 O 5.479 1.870 1.583  0.00
44 C 5.828 3.104 1.330  0.00
45 O 6.926 3.514 1.479  0.00
46 O 4.733 3.794 1.077  0.00
47 H 2.566 4.209 -0.311  0.00
48 H 1.797 2.575 0.069  0.00
49 H 3.283 2.847 -0.983  0.00
50 H 3.076 3.169 2.088  0.00
51 H 3.956 0.943 0.456  0.00
52 H 3.726 1.073 2.188  0.00
53 C -4.857 1.234 -1.921  0.02
54 C -5.046 1.606 -3.398  0.06
55 C -6.203 2.628 -3.527  0.05
56 O -5.612 3.625 -4.344  0.02
57 C -4.286 3.415 -4.480  0.01
58 O -3.627 4.103 -5.222  0.01
59 O -3.945 2.243 -3.937  0.03
60 H -4.540 2.142 -1.408  0.00
61 H -4.042 0.535 -1.734  0.00
62 H -5.742 0.763 -1.492  0.02
63 H -5.248 0.829 -4.134  0.05
64 H -6.502 3.021 -2.555  0.00
65 H -7.056 2.138 -3.997  0.03
66 C -3.166 -2.357 -5.641  0.09
67 C -3.928 -2.265 -4.227  0.06
68 C -4.378 -3.609 -3.761  0.06
69 O -3.598 -3.828 -2.690  0.01
70 C -2.895 -2.821 -2.333  0.01
71 O -2.197 -2.799 -1.342  0.00
72 O -2.992 -1.838 -3.258  0.01
73 H -2.223 -2.893 -5.532  0.00
74 H -2.916 -1.350 -5.977  0.03
75 H -3.846 -2.712 -6.415  0.03
76 H -4.707 -1.506 -4.299  0.05
77 H -4.209 -4.356 -4.536  0.01
78 H -5.392 -3.584 -3.363  0.04
79 C -1.168 0.205 0.140  0.00
80 C -0.097 -0.855 0.507  0.00
81 C 1.275 -0.615 -0.119  0.00
82 O 2.167 -0.660 0.999  0.00
83 C 1.477 -0.804 2.104  0.00
84 O 1.935 -1.038 3.260  0.00
85 O 0.173 -0.680 1.862  0.00
86 H -0.798 1.179 -0.180  0.00
87 H -1.947 0.213 0.902  0.00
88 H -1.606 -0.206 -0.770  0.00
89 H -0.438 -1.886 0.412  0.00
90 H 1.327 0.409 -0.490  0.00
91 H 1.581 -1.344 -0.870  0.00
92 C -6.551 -1.557 2.366  0.01
93 C -5.380 -2.418 1.964  0.01
94 C -4.114 -1.753 1.529  0.00
95 O -3.159 -2.439 2.338  0.00
96 C -3.776 -3.274 3.191  0.00
97 O -3.167 -4.078 3.911  0.00
98 O -5.101 -3.196 3.122  0.00
99 H -7.341 -2.194 2.764  0.00
100 H -6.891 -0.868 1.594  0.00
101 H -6.295 -0.872 3.174  0.00
102 H -5.529 -3.100 1.127  0.01
103 H -4.109 -0.673 1.674  0.00
104 H -3.917 -2.029 0.493  0.00
105 C -1.365 -1.863 7.650  0.00
106 C -1.347 -0.536 6.937  0.00
107 C -0.643 -0.403 5.568  0.00
108 O -1.586 0.218 4.723  0.00
109 C -2.784 0.063 5.258  0.00
110 O -3.870 0.277 4.630  0.00
111 O -2.676 -0.311 6.506  0.00
112 H -1.847 -2.640 7.056  0.00
113 H -1.886 -1.772 8.603  0.00
114 H -0.321 -2.115 7.834  0.00
115 H -1.018 0.247 7.620  0.00
116 H -0.175 -1.243 5.054  0.00
117 H 0.174 0.315 5.640  0.00
118 C -0.943 1.107 -5.162  0.03
119 C -0.292 -0.156 -5.465  0.02
120 C 1.204 -0.046 -5.634  0.02
121 O 1.745 -1.063 -4.840  0.01
122 C 0.827 -1.457 -3.922  0.00
123 O 0.922 -2.189 -2.898  0.00
124 O -0.262 -0.921 -4.244  0.00
125 H -2.025 0.987 -5.096  0.01
126 H -0.753 1.733 -6.034  0.01
127 H -0.513 1.579 -4.278  0.00
128 H -0.683 -0.807 -6.247  0.01
129 H 1.554 0.890 -5.198  0.00
130 H 1.404 -0.144 -6.702  0.01
131 C -3.585 6.824 -0.286  0.00
132 C -3.559 5.932 -1.540  0.00
133 C -2.578 6.320 -2.711  0.01
134 O -1.770 5.147 -2.933  0.01
135 C -1.985 4.293 -1.975  0.00
136 O -1.381 3.266 -1.749  0.00
137 O -3.034 4.720 -1.154  0.00
138 H -3.676 6.327 0.679  0.00
139 H -4.169 7.727 -0.467  0.00
140 H -2.607 7.292 -0.174  0.00
141 H -4.557 5.789 -1.954  0.00
142 H -1.842 7.105 -2.535  0.00
143 H -3.040 6.630 -3.648  0.00
144 C -0.700 3.818 1.792  0.00
145 C -1.801 2.957 2.494  0.00
146 C -2.673 3.545 3.613  0.00
147 O -3.962 3.066 3.251  0.00
148 C -3.958 2.591 1.981  0.00
149 O -4.865 2.074 1.383  0.00
150 O -2.728 2.700 1.474  0.00
151 H -0.968 4.870 1.689  0.00
152 H -0.515 3.484 0.771  0.00
153 H 0.231 3.798 2.358  0.00
154 H -1.399 2.071 2.987  0.00
155 H -2.553 4.627 3.653  0.00
156 H -2.280 3.200 4.569  0.00
157 C 4.880 -1.775 1.995  0.00
158 C 5.780 -1.504 3.197  0.00
159 C 5.140 -0.648 4.272  0.00
160 O 5.257 -1.470 5.407  0.00
161 C 5.986 -2.505 5.166  0.00
162 O 6.246 -3.477 5.941  0.00
163 O 6.215 -2.614 3.847  0.00
164 H 3.909 -2.229 2.192  0.00
165 H 5.392 -2.376 1.244  0.00
166 H 4.694 -0.836 1.473  0.00
167 H 6.636 -0.980 2.772  0.00
168 H 4.068 -0.450 4.255  0.00
169 H 5.494 0.379 4.172  0.00

Forces on atoms 1 to 3 (eV/Å):
C 1.630 -0.621 2.090
C -0.195 -0.028 -0.950
C -0.439 1.027 1.122

Record order is preserved below.
Energy above the lowest of the compared OMol25 structures with the same formula, charge and spin: 0.000; 2.497 eV